# 1
# CH5N3S2

The molecule CH5N3S2 in a non-equilibrium geometry (the ωB97M-V functional and the def2-TZVPD basis, the Open Molecules 2025 dataset).

Summary:
Energy: -1001.6729 Eh
Energy above the lowest of the compared OMol25 structures with the same formula, charge and spin: 27.8 kcal per mole
Strongest force on any atom: 5.73 eV Å⁻¹
Multiplicity: 1
SMILES: N=C(NS)NS

Last column: Mulliken charge in e.
Positions of all 11 atoms, in Å:
S 1.56519 -1.93775 1.11497  -0.17
S -1.90027 1.86461 -0.88229  -0.14
N 0.98972 -0.38366 0.62222  -0.42
N -0.79918 -0.83353 -0.72945  -0.66
N -0.44620 1.31426 -0.03035  -0.42
C -0.10735 0.04751 -0.10275  0.70
H -0.12427 -1.78249 -0.67800  0.22
H 0.32947 2.00560 -0.15835  0.30
H 0.45654 -2.14231 1.88049  0.17
H 1.54390 0.38872 1.13016  0.26
H -1.50754 1.45903 -2.16664  0.16



# 2
# CH3Cl3Si

A 2-piece molecular cluster, CH3Cl3Si overall in a non-equilibrium geometry (the ωB97M-V functional and the def2-TZVPD basis, the Open Molecules 2025 dataset).

Summary:
Energy: -1709.8793 Eh
Energy above the lowest of the compared OMol25 structures with the same formula, charge and spin: 168.5 kcal per mole
Strongest force on any atom: 3.23 eV Å⁻¹
Multiplicity: 1

Last column: Mulliken charge in e.
Positions of all 8 atoms, in Å:
Cl -3.08559 -0.39755 -0.53729  -0.56
Cl 0.57633 -2.41750 -0.63313  -0.09
Cl 1.88653 -1.14068 1.55616  -0.16
Si 0.04693 0.38707 -0.19501  0.54
C 0.36822 -1.25165 0.58251  -0.07
H 0.64210 0.31015 -1.50094  0.00
H -0.30561 -1.56779 1.45353  0.33
H -0.25431 1.44809 0.69191  0.00



# 3
# C5H12O

The molecule C5H12O (the ωB97M-V functional and the def2-TZVPD basis, the Open Molecules 2025 dataset).

Summary:
Energy: -272.9245 Eh
Energy above the lowest of the compared OMol25 structures with the same formula, charge and spin: 15.2 kcal per mole
Strongest force on any atom: 0.30 eV Å⁻¹
Multiplicity: 1
SMILES: COCC(C)C

Last column: Mulliken charge in e.
Positions of all 18 atoms, in Å:
O -1.46512 -0.64430 0.03182  -0.32
C 1.73567 1.07497 -0.80111  -1.51
C -0.53777 0.41387 -0.00574  -0.74
C 0.77908 -0.09492 -0.57449  0.78
C -2.69100 -0.30763 0.63609  -0.73
C 1.39735 -1.15171 0.33975  -1.39
H -0.37116 0.82696 1.00535  0.34
H 2.32206 -1.55325 -0.09016  0.38
H 0.54676 -0.55936 -1.54282  0.19
H -0.93088 1.23246 -0.63340  0.41
H 1.96864 1.57545 0.14795  0.33
H 2.67999 0.72654 -1.23314  0.39
H -2.76130 -0.73091 1.64763  0.25
H 1.64593 -0.71466 1.31645  0.31
H 0.70199 -1.97958 0.50381  0.34
H -3.50245 -0.71667 0.02587  0.23
H 1.30946 1.82231 -1.48071  0.38
H -2.82726 0.78042 0.70683  0.35



# 4
# C12H11N2O3Pd

C12H11N2O3Pd as an isolated structure in a non-equilibrium geometry (the ωB97M-V functional and the def2-TZVPD basis, the Open Molecules 2025 dataset).

Summary:
Energy: -926.5514 Eh
<S²>: 6.045
Energy above the lowest of the compared OMol25 structures with the same formula, charge and spin: 0.0 kcal per mole
Strongest force on any atom: 1.12 eV Å⁻¹
Multiplicity: 5
Charge: +1

Last column: Mulliken charge in e.
Positions of all 29 atoms, in Å:
Pd 0.24208 -0.10169 -0.08610  0.29
O -1.10547 2.99712 2.49380  -0.37
O -0.56674 1.88400 0.55178  -0.55
O -0.97188 -1.30328 3.77583  -0.56
N -1.52790 -1.54994 0.33579  -0.41
N 0.18214 -0.28362 2.08226  -0.19
C -0.64824 -1.24605 2.61662  0.49
C -0.63251 2.24630 1.71932  0.81
C 3.49660 -5.17464 -3.27860  -0.59
C -1.12415 -2.24876 1.56878  -0.31
C 4.24710 -5.31198 -0.96364  -0.58
C 2.78012 -4.04224 -2.99031  -0.29
C 1.37010 -1.39419 -1.07129  0.54
C 3.53593 -4.18116 -0.65570  -0.34
C 2.05819 -2.38792 -1.35394  -0.33
C 4.22223 -5.81797 -2.26885  -0.26
C 2.78293 -3.52617 -1.66768  0.37
C 0.48196 0.85997 2.74734  -0.70
H -2.39822 -1.04796 0.47398  0.26
H 2.21390 -3.53047 -3.75638  0.45
H -0.29101 -2.91144 1.33148  0.22
H 4.76828 -6.72303 -2.49956  0.41
H 0.23103 0.90379 3.80253  0.37
H 3.50214 -5.57229 -4.28373  0.42
H 4.82619 -5.81419 -0.20144  0.42
H -1.65105 -2.19391 -0.43431  0.25
H -1.93241 -2.83726 2.00050  0.37
H 3.54135 -3.77546 0.34670  0.46
H 1.39948 1.36425 2.45241  0.38



# 5
# C34H29BiIN7O9

C34H29BiIN7O9 as an isolated structure (the ωB97M-V functional and the def2-TZVPD basis, the Open Molecules 2025 dataset).

Summary:
Energy: -2886.0122 Eh
Energy above the lowest of the compared OMol25 structures with the same formula, charge and spin: 0.0 kcal per mole
Strongest force on any atom: 0.51 eV Å⁻¹
Multiplicity: 1
Charge: -2

Last column: Mulliken charge in e.
Positions of all 81 atoms, in Å:
Bi -0.33021 0.46541 -0.65295  2.42
I 5.60865 -3.18026 5.13717  -0.03
O -1.96296 2.20027 -0.53068  -1.03
O 1.82219 2.15774 2.50869  -0.75
O 3.40350 -1.86787 -1.54668  -0.80
O 0.40438 1.16166 -2.71102  -0.87
O 1.94374 -0.34384 -0.75913  -0.79
O 0.61469 0.39424 1.75538  0.25
O -3.28992 -1.77086 -3.50091  -0.82
O -2.47221 -0.67135 -1.70399  -0.56
O 0.93551 -3.33096 -5.80659  -0.59
N 1.65504 2.78862 -1.63435  -1.09
N 0.00100 -1.47859 -2.27203  0.08
N 0.72339 2.54571 -0.64546  1.00
N -4.26578 -0.91781 2.19190  0.10
N -1.99598 -1.26467 1.38286  1.09
N -3.46542 -3.17592 1.70987  -0.02
N -2.59051 -1.95173 3.63825  0.13
C -2.38684 -1.36647 -2.76057  -0.21
C 3.81220 2.30108 -6.15253  -0.31
C 1.58114 0.95480 2.35725  -0.36
C -3.05404 3.16199 1.33125  -0.55
C -1.78728 4.27222 3.06725  -0.85
C 1.63841 -2.41631 -3.69781  -0.57
C 3.44787 0.39849 3.97335  -0.50
C 1.87897 1.43694 -5.00799  -0.23
C 2.66258 1.52268 -6.15138  -0.76
C 4.17551 2.99167 -5.00022  -0.60
C -3.75608 -1.06107 3.55637  -0.75
C -4.60659 -2.24839 1.68532  -0.69
C -0.67685 -2.40352 -4.34659  -0.90
C -0.63767 4.06768 2.33231  -0.46
C 2.57356 -0.03077 2.98350  -0.04
C -2.39487 -2.57970 0.88526  -0.76
C -3.17204 -0.38222 1.35563  -0.59
C 4.31764 -0.49018 4.59471  -0.50
C -1.88051 2.87717 0.57829  0.45
C 0.54884 3.39628 0.28250  -0.58
C 1.26951 -1.76878 -2.53618  -0.16
C 2.60006 -1.36191 2.58732  0.21
C 4.30849 -1.81550 4.18934  0.10
C -1.53628 -1.39074 2.76635  -0.69
C -0.95662 -1.77447 -3.14706  0.44
C -2.98194 -3.25353 3.09118  -0.71
C 3.47089 -2.26665 3.18258  -0.86
C -0.65020 3.39196 1.11065  0.75
C 2.31209 -1.29861 -1.52143  0.13
C 3.39185 2.90958 -3.86001  -0.30
C -3.00496 3.81889 2.54186  -0.33
C 0.64402 -2.72175 -4.61793  1.21
C 1.36979 2.02155 -2.64577  0.52
C 2.23323 2.13483 -3.85870  0.31
H -1.47905 -2.62137 -5.03776  0.55
H 5.07835 3.59172 -4.99090  0.36
H -5.40908 -2.66648 2.30019  0.34
H 1.94132 -1.67033 1.78484  0.43
H 4.98709 -0.15418 5.37527  0.35
H -3.99288 2.80049 0.92623  0.40
H 1.23935 4.23653 0.35916  0.27
H -1.75095 4.77587 4.02560  0.37
H 2.37652 0.97661 -7.04326  0.39
H 0.98530 0.82472 -4.98335  0.43
H 3.49506 -3.30093 2.86621  0.37
H 3.43211 1.44731 4.24342  0.43
H -3.77515 -3.67384 3.71650  0.34
H -3.92420 3.97769 3.09763  0.34
H 0.31851 4.41933 2.70740  0.33
H -3.51117 -0.27695 0.32528  0.26
H -4.95674 -2.15483 0.65592  0.39
H -1.23658 -0.41176 3.13343  0.06
H -0.66572 -2.04752 2.79818  0.17
H -1.52967 -3.24700 0.90102  0.28
H -4.55029 -1.46027 4.19422  0.36
H -2.88853 0.59755 1.74183  -0.16
H -2.75012 -2.47124 -0.13952  0.11
H 1.89145 -3.42994 -5.85861  0.29
H -2.11812 -3.92123 3.12596  0.34
H 3.65714 3.43130 -2.94893  0.46
H 4.42459 2.36765 -7.04492  0.36
H 2.68366 -2.65003 -3.86523  0.43
H -3.46521 -0.07584 3.92576  0.33



# 6
# C9H23N5O13S

A 6-piece molecular cluster, C9H23N5O13S overall in a non-equilibrium geometry (the ωB97M-V functional and the def2-TZVPD basis, the Open Molecules 2025 dataset).

Summary:
Energy: -2006.3788 Eh
Strongest force on any atom: 1.89 eV Å⁻¹
Multiplicity: 1
SMILES: C[N+](=O)[O-].C[N+](=O)[O-].C[N+](=O)[O-].C[N+](=O)[O-].O=S1(=O)OCCO1.CN(C)C=O

Last column: Mulliken charge in e.
Positions of all 51 atoms, in Å:
S -1.42130 0.47413 4.56115  1.14
O -2.96182 0.77856 -3.00860  -0.52
O 0.66291 -1.93423 -1.61335  -0.60
O 1.52916 -1.38751 0.27852  -0.54
O -0.02961 0.05478 5.26266  -0.33
O -4.99935 0.10432 -3.29999  -0.53
O -1.13164 1.34107 3.44639  -0.53
O -2.76146 -0.57496 1.08888  -0.48
O -1.65813 -1.03376 4.00621  -0.30
O -2.34931 0.79334 5.59666  -0.56
O 4.44222 -2.89466 -0.91113  -0.53
O 3.43226 -4.03900 0.61985  -0.52
O 3.55034 4.37977 -3.77128  -0.58
O -4.34439 -0.54425 2.54684  -0.50
N -3.81848 -0.06955 -3.14743  0.92
N -3.93649 -0.51891 1.41207  0.86
N 0.77756 -1.19067 -0.64651  1.00
N 3.70597 -3.78047 -0.54205  0.90
N 2.94869 3.98981 -1.62060  0.12
C 2.93933 -4.56240 -1.54798  -0.61
C -4.87288 -0.23064 0.27658  -0.67
C -0.39991 -1.50921 3.52560  0.46
C 2.71505 4.38161 -2.89626  0.19
C 0.68471 -0.82738 4.42158  -0.32
C 4.28643 3.71918 -1.13232  -0.89
C -3.32814 -1.48516 -3.16049  -0.72
C -0.21725 -0.09951 -0.50775  0.28
C 1.89068 4.02078 -0.63048  -0.84
H -4.18471 0.15926 -0.46826  0.14
H 3.35173 -4.39402 -2.53621  0.30
H 4.45944 4.29796 -0.22359  0.30
H 0.36852 0.81531 -0.65266  -0.01
H 1.67829 4.73146 -3.00486  0.26
H -3.62601 -1.97819 -2.24229  0.27
H 4.35217 2.65882 -0.87414  0.28
H -0.87140 -0.06353 -1.37149  0.11
H 5.05529 3.93995 -1.86395  0.31
H -2.24114 -1.46791 -3.24386  0.26
H 2.69871 -5.56826 -1.23003  0.30
H 1.39489 -0.27178 3.81146  0.25
H 1.97541 -4.04329 -1.51639  0.17
H -5.29008 -1.17258 -0.07127  0.31
H -3.60173 -2.01752 -4.06901  0.31
H 1.78862 3.02202 -0.19485  0.22
H -0.35529 -2.58754 3.62098  0.42
H 1.17841 -1.57723 5.03324  0.30
H -5.65222 0.50463 0.44133  0.31
H -0.31034 -1.15347 2.50013  -0.50
H 2.13717 4.75178 0.14204  0.33
H 0.93641 4.25270 -1.09902  0.30
H -0.57730 -0.19363 0.50590  -0.24



# 7
# C7H8Cl2F3MgNO3

C7H8Cl2F3MgNO3 as an isolated structure in a non-equilibrium geometry (the ωB97M-V functional and the def2-TZVPD basis, the Open Molecules 2025 dataset).

Summary:
Energy: -1971.3672 Eh
Strongest force on any atom: 1.51 eV Å⁻¹
Multiplicity: 1
Charge: +2

Last column: Mulliken charge in e.
Positions of all 25 atoms, in Å:
Cl -0.45608 -3.71747 -1.48948  -0.15
Cl 1.19838 -1.28791 -2.49934  -0.09
Mg -0.34648 -4.53475 0.91019  1.24
F 3.70959 0.06809 1.26280  -0.24
F 1.81082 1.01077 1.72769  -0.27
F 3.40377 2.17991 0.85744  -0.23
O 2.41373 0.62455 -0.39545  -0.33
O -2.55777 0.54402 0.92944  -0.47
O -1.22105 0.76271 -0.85546  -0.40
N -1.82443 2.67690 0.44075  -0.46
C 0.04337 0.24003 -0.48409  0.48
C -0.59052 -2.11730 -0.75533  0.67
C 2.84165 0.98023 0.84644  0.88
C 1.17935 1.19625 -0.80592  -1.26
C -1.63632 -2.08629 0.34082  -0.44
C -1.90822 1.29981 0.24383  0.59
C 0.17508 -1.09711 -1.17384  -0.17
H -1.11487 2.91448 1.12521  0.31
H -1.50064 -1.31312 1.08519  0.36
H -2.64312 -1.96465 -0.04894  0.26
H 0.03761 0.05373 0.58634  0.50
H 1.01600 2.15772 -0.34093  0.40
H 1.22087 1.37157 -1.87134  0.50
H -1.60835 3.14988 -0.43146  0.31
H -1.64236 -3.11205 0.79544  0.01